No. 1
Density functional theory data (wB97M-V/def2-TZVPD) for 8 unconnected molecules or ions with the total composition C43H46N2O15 at a distorted geometry.

## Properties
Net charge ... 0
Frontier orbital gap ... 7.76 eV
Max |F| ... 0.1208 hartree/bohr
SMILES ... Oc1ccc(O)cc1.Oc1ccc(O)cc1.Oc1ccc(O)cc1.Oc1ccc(O)cc1.Oc1ccc(O)cc1.Oc1ccc(O)cc1.Oc1ccc(O)cc1.NC(N)=O

Each line ends with the Löwdin charge.
Cartesian coordinates (Å):
1 O -9.0234 -15.8850 -3.4227  0.001
2 C -7.6769 -15.7039 -2.9914  -0.289
3 C -7.2147 -16.1214 -1.7413  0.006
4 C -5.8405 -15.8887 -1.3942  0.010
5 C -5.0284 -15.2376 -2.3324  -0.329
6 O -3.6859 -15.1054 -1.9557  0.024
7 C -5.4705 -14.8372 -3.5611  -0.025
8 C -6.8237 -15.0323 -3.8480  -0.027
9 H -9.3016 -15.7036 -4.3234  0.094
10 H -7.8436 -16.6809 -1.0647  0.109
11 H -5.4025 -16.2792 -0.4875  0.112
12 H -3.3064 -14.5857 -2.6681  0.084
13 H -4.6772 -14.5259 -4.2245  0.115
14 H -7.3227 -14.7021 -4.7471  0.114
15 O -7.8472 -8.5537 -10.7071  0.013
16 C -6.8047 -8.0615 -9.9020  -0.268
17 C -6.0004 -8.8589 -9.0798  -0.018
18 C -5.0169 -8.2274 -8.3660  -0.028
19 C -4.8074 -6.8383 -8.4232  -0.306
20 O -3.7945 -6.2158 -7.6503  0.023
21 C -5.5336 -6.0575 -9.2451  -0.040
22 C -6.5804 -6.6569 -9.9050  -0.020
23 H -8.2789 -7.8858 -11.2449  0.092
24 H -6.0844 -9.9290 -9.1993  0.119
25 H -4.3717 -8.7410 -7.6686  0.113
26 H -3.5776 -6.8937 -7.0061  0.082
27 H -5.2946 -5.0043 -9.2542  0.127
28 H -7.0599 -5.9710 -10.5876  0.110
29 O -12.3975 -7.5469 -15.8671  0.044
30 C -13.6952 -7.9656 -16.0378  -0.374
31 C -14.1008 -9.0708 -15.4221  -0.004
32 C -15.4462 -9.5387 -15.6029  0.019
33 C -16.3026 -8.8811 -16.4794  -0.333
34 O -17.4631 -9.6014 -16.6273  0.042
35 C -15.8195 -7.7694 -17.1167  -0.028
36 C -14.5408 -7.3500 -16.8979  -0.039
37 H -12.2560 -6.6322 -16.1220  0.099
38 H -13.4768 -9.5871 -14.7077  0.118
39 H -15.8094 -10.4412 -15.1338  0.115
40 H -18.1706 -9.0488 -16.9674  0.102
41 H -16.5253 -7.2964 -17.7835  0.118
42 H -14.1404 -6.4945 -17.4215  0.121
43 O -6.5875 -6.2208 -1.5818  0.040
44 C -7.6114 -6.9869 -2.0161  -0.350
45 C -8.1088 -7.9250 -1.1001  0.015
46 C -9.2661 -8.7151 -1.4487  0.001
47 C -9.7162 -8.6421 -2.7407  -0.389
48 O -10.6379 -9.5560 -3.1394  0.045
49 C -9.3524 -7.6816 -3.6027  -0.022
50 C -8.2801 -6.8368 -3.2586  0.003
51 H -5.9877 -6.0016 -2.2985  0.106
52 H -7.5894 -8.0199 -0.1579  0.109
53 H -9.7429 -9.4070 -0.7702  0.110
54 H -10.8181 -10.2555 -2.5071  0.102
55 H -9.7874 -7.6677 -4.5911  0.121
56 H -7.8942 -6.0222 -3.8534  0.107
57 O -7.5740 -19.4324 -11.4701  0.047
58 C -6.4955 -19.5509 -10.6683  -0.340
59 C -6.5876 -19.5848 -9.2738  -0.031
60 C -5.4446 -19.5672 -8.5232  -0.014
61 C -4.1713 -19.6738 -9.1796  -0.356
62 O -3.0347 -19.7636 -8.4694  0.048
63 C -4.1011 -19.7821 -10.5377  -0.020
64 C -5.2576 -19.6228 -11.3170  0.003
65 H -8.3782 -19.5869 -10.9690  0.103
66 H -7.5638 -19.6263 -8.8136  0.114
67 H -5.3966 -19.3874 -7.4594  0.112
68 H -3.2867 -20.1603 -7.6323  0.102
69 H -3.1130 -19.8375 -10.9703  0.118
70 H -5.1940 -19.5800 -12.3943  0.115
71 O -3.4007 -13.7690 -19.1304  0.043
72 C -4.6882 -13.6648 -18.6857  -0.370
73 C -5.6644 -14.4822 -19.2354  0.002
74 C -6.9865 -14.1251 -19.0075  -0.009
75 C -7.3449 -13.1482 -18.0704  -0.331
76 O -8.6703 -12.8245 -18.0230  0.048
77 C -6.2995 -12.5378 -17.3664  -0.006
78 C -4.9293 -12.7976 -17.6929  -0.027
79 H -2.8094 -13.2422 -18.5878  0.097
80 H -5.2658 -15.1893 -19.9479  0.121
81 H -7.7413 -14.7616 -19.4452  0.116
82 H -8.7909 -12.1132 -17.3896  0.100
83 H -6.5980 -11.7097 -16.7406  0.102
84 H -4.1650 -12.1884 -17.2332  0.114
85 O -12.8280 -21.3134 -4.6978  0.032
86 C -12.7576 -22.4025 -3.8846  -0.346
87 C -13.7591 -23.3839 -3.8126  0.004
88 C -13.5135 -24.4645 -2.9742  -0.023
89 C -12.2909 -24.6390 -2.3384  -0.349
90 O -11.9632 -25.7906 -1.6722  0.046
91 C -11.3604 -23.6684 -2.3916  -0.018
92 C -11.5382 -22.5648 -3.2519  -0.009
93 H -12.4976 -20.5867 -4.1645  0.100
94 H -14.7061 -23.1904 -4.2943  0.116
95 H -14.3102 -25.1766 -2.8174  0.111
96 H -12.7014 -26.3969 -1.5767  0.100
97 H -10.3439 -23.7791 -2.0439  0.120
98 H -10.8395 -21.7416 -3.2737  0.116
99 N -10.7124 -12.6365 -9.1844  0.163
100 C -10.8550 -13.8302 -9.6061  -0.817
101 N -10.6788 -13.9228 -10.8680  0.170
102 O -10.9229 -14.7955 -8.8344  0.003
103 H -10.3116 -11.9961 -9.8547  0.110
104 H -11.2158 -12.3132 -8.3706  0.129
105 H -10.5682 -14.8292 -11.2997  0.129
106 H -10.5277 -13.0894 -11.4182  0.114

Forces on atoms 1 to 6 (eV/Å):
O 0.76 -0.60 2.29
C -1.06 0.55 -1.03
C 1.35 -0.06 0.11
C -1.87 0.09 -1.52
C 0.90 -1.05 2.14
O -1.01 0.13 -0.63

---

No. 2
Density functional theory data (wB97M-V/def2-TZVPD) for a molecular structure, C43H47BBr4MoN3O5SeSi at a distorted geometry.

## Properties
Net charge ... +1
Relative energy (zero: lowest compared OMol25 entry of this formula, charge and spin) ... 3.5 kcal/mol
Frontier orbital gap (alpha / beta) ... 5.92 / 5.92 eV
Max |F| ... 0.0348 hartree/bohr

Each line ends with the Löwdin charge.
Cartesian coordinates (Å):
1 Mo 0.3511 -0.4303 -0.1383  1.605
2 Br 5.9365 1.8299 3.4075  0.772
3 C 4.2573 1.1388 2.9390  -0.734
4 C 3.3395 0.7753 3.9464  -0.740
5 Br 3.7699 1.0008 5.7577  0.766
6 C 2.0964 0.2531 3.6098  -0.653
7 Br 0.7968 -0.2783 4.8501  0.838
8 C 1.7994 0.1126 2.2610  -0.382
9 O 0.6598 -0.3709 1.7610  -0.272
10 C 2.6918 0.4765 1.2565  -0.406
11 O 2.2392 0.2777 0.0318  -0.258
12 C 3.9403 0.9976 1.5926  -0.650
13 Br 5.0844 1.4683 0.1888  0.824
14 C -0.9790 0.9925 -3.9654  -0.148
15 Si 0.4319 -0.1612 -3.6599  0.415
16 C 2.0851 0.5251 -4.0967  -0.146
17 C 0.1231 -1.8807 -4.2492  -0.148
18 O 0.4412 -0.3129 -1.9225  -0.488
19 H -1.1520 1.1067 -5.0381  0.048
20 H -0.7764 1.9802 -3.5462  0.031
21 H -1.8916 0.5983 -3.5123  0.034
22 H 2.2227 0.5520 -5.1797  0.046
23 H 2.8893 -0.0758 -3.6694  0.046
24 H 2.1858 1.5450 -3.7200  0.043
25 H 0.0355 -1.9053 -5.3375  0.046
26 H -0.8110 -2.2562 -3.8258  0.041
27 H 0.9297 -2.5556 -3.9596  0.043
28 C 1.0813 5.2621 1.9073  -0.097
29 C -0.2519 5.3286 2.6428  -0.243
30 C -0.4142 4.2517 3.7106  -0.169
31 C -0.5121 2.8296 3.1688  -0.129
32 N -1.6599 2.6697 2.2652  0.024
33 C -1.6268 2.5408 0.9332  -0.552
34 Se -0.0886 2.1868 -0.0980  0.947
35 N -2.8686 2.6591 0.4382  0.022
36 C -3.2127 2.7481 -0.9886  -0.126
37 C -2.9416 4.1396 -1.5486  -0.178
38 C -3.9659 5.1981 -1.1493  -0.243
39 C -5.3523 4.9467 -1.7360  -0.094
40 C -3.7483 2.8522 1.4957  -0.138
41 C -5.1335 2.9873 1.5312  0.007
42 C -5.7073 3.1224 2.7765  -0.052
43 C -4.9339 3.1124 3.9502  -0.053
44 C -3.5630 2.9755 3.9152  0.015
45 C -2.9816 2.8534 2.6544  -0.129
46 H 1.2120 6.1221 1.2507  0.078
47 H 1.1764 4.3664 1.2901  0.016
48 H 1.9137 5.2585 2.6143  0.083
49 H -1.0842 5.2716 1.9307  0.101
50 H -0.3494 6.3022 3.1260  0.113
51 H -1.2889 4.4685 4.3256  0.102
52 H 0.4472 4.2694 4.3838  0.127
53 H -0.6300 2.1014 3.9722  0.092
54 H 0.3749 2.5545 2.5998  0.083
55 H -4.2619 2.4656 -1.0692  0.125
56 H -2.6315 1.9920 -1.5101  0.088
57 H -2.9103 4.0553 -2.6385  0.122
58 H -1.9392 4.4424 -1.2333  0.100
59 H -3.6047 6.1716 -1.4847  0.112
60 H -4.0244 5.2641 -0.0577  0.102
61 H -5.2850 4.6363 -2.7813  0.081
62 H -5.9656 5.8464 -1.7020  0.079
63 H -5.9036 4.1703 -1.2024  0.047
64 H -5.7330 2.9714 0.6323  0.101
65 H -6.7811 3.2254 2.8541  0.115
66 H -5.4305 3.2075 4.9061  0.114
67 H -2.9730 2.9537 4.8201  0.120
68 N -2.0018 -10.0670 1.1071  0.176
69 C -1.7524 -8.9552 0.9630  -0.171
70 C -1.4384 -7.5625 0.7818  -0.215
71 C -1.0198 -7.1110 -0.4682  -0.008
72 C -0.7287 -5.7729 -0.6468  -0.006
73 C -0.8520 -4.8848 0.4249  -0.230
74 C -1.2670 -5.3441 1.6772  -0.002
75 C -1.5627 -6.6817 1.8540  -0.007
76 C -0.5469 -3.5043 0.2393  -0.016
77 C -0.2920 -2.3294 0.0455  -0.100
78 H -0.9257 -7.8094 -1.2878  0.127
79 H -0.4069 -5.4073 -1.6120  0.122
80 H -1.3578 -4.6486 2.5000  0.125
81 H -1.8870 -7.0515 2.8164  0.127
82 C -7.7737 -0.6819 -2.1452  -0.066
83 C -7.7686 -0.5882 -0.6195  -0.560
84 C -8.4720 0.7150 -0.2138  -0.043
85 C -8.5451 -1.7865 -0.0588  -0.040
86 C -6.3486 -0.5849 -0.0488  -0.159
87 C -6.1727 -0.5051 1.3390  -0.023
88 C -4.9209 -0.4482 1.9419  0.028
89 C -3.8356 -0.4774 1.0976  -0.196
90 O -2.4876 -0.3893 1.4116  0.156
91 B -1.8474 -0.4579 0.1897  -0.668
92 O -2.7368 -0.5843 -0.8703  0.135
93 C -3.9874 -0.5851 -0.2657  -0.183
94 C -5.2219 -0.6357 -0.8752  0.073
95 H -8.8022 -0.6541 -2.5063  0.090
96 H -7.3269 -1.6136 -2.4976  0.090
97 H -7.2421 0.1531 -2.6071  0.085
98 H -9.4660 0.7634 -0.6616  0.090
99 H -7.9042 1.5839 -0.5553  0.079
100 H -8.5902 0.7880 0.8682  0.079
101 H -9.5632 -1.7922 -0.4521  0.090
102 H -8.6102 -1.7542 1.0290  0.078
103 H -8.0672 -2.7263 -0.3401  0.094
104 H -7.0470 -0.4831 1.9762  0.113
105 H -4.8042 -0.3811 3.0149  0.130
106 H -5.2980 -0.7224 -1.9491  0.120

Forces on atoms 1 to 6 (eV/Å):
Mo 1.02 1.02 -1.06
Br 0.03 0.02 0.02
C 0.03 0.01 0.00
C -0.07 0.00 0.01
Br 0.03 0.01 0.05
C 0.13 0.06 -0.15